Formula: C6H8O3
Source: the Open Molecules 2025 dataset
Level of theory: wB97M-V/def2-TZVPD

Geometry (Å):
C1 0.652 -2.564 0.062
C2 -0.247 -1.803 -0.562
C3 -0.403 -0.326 -0.277
C4 -1.440 0.440 -0.349
C5 -1.359 1.932 0.149
C6 1.182 0.382 -0.006
O1 1.514 0.236 1.316
O2 2.175 0.408 -0.984
O3 1.373 1.517 -0.728
H1 0.602 -3.608 0.179
H2 1.509 -2.086 0.609
H3 -0.960 -2.365 -1.092
H4 -2.355 0.121 -0.811
H5 -2.224 2.107 0.828
H6 -0.347 2.022 0.615
H7 -1.558 2.542 -0.622
H8 1.888 1.046 1.673

Values from the calculation:
HOMO in eV: -9.1
HOMO-LUMO gap in eV: 9.9
Energy above the lowest of the compared OMol25 structures with the same formula, charge and spin in kJ/mol: 587.85
Structure (SMILES): C=C/C(=C/C)C1(O)OO1
Lowest unoccupied orbital energy in eV: 0.80

Formula: C6H8O4P
Source: the Open Molecules 2025 dataset
Level of theory: wB97M-V/def2-TZVPD

Geometry (Å):
C1 1.247 -2.835 0.368
C2 0.568 -1.899 0.052
C3 -0.380 -0.826 -0.375
O1 -1.586 -0.905 0.362
P1 -2.375 0.600 0.051
O2 -2.914 0.621 -1.348
O3 -3.096 0.956 1.297
O4 -0.904 1.376 0.010
C4 0.185 0.560 -0.064
C5 1.141 1.038 -1.204
C6 0.797 0.649 1.326
H1 1.434 -3.828 0.582
H2 -0.642 -0.833 -1.442
H3 1.715 0.169 -1.488
H4 1.785 1.794 -0.940
H5 0.384 1.296 -2.096
H6 0.539 -0.226 1.885
H7 0.256 1.500 1.813
H8 1.847 0.793 1.211

Values from the calculation:
HOMO in eV: -5.3
HOMO-LUMO gap in eV: 8.7
Structure (SMILES): C#C[C@H]1O[P@@](=O)([O-])OC1(C)C
Lowest unoccupied orbital energy in eV: 3.47
Net charge: -1

Number 1 is which compound?
C6H8O3

Look up the HOMO of the first one.
-9.1 eV

Which value of HOMO does entry 1 give?
-9.1 eV